#a
The following is a DFT calculation (ωB97M-V with the def2-TZVPD basis set) of a structure of composition C4H5NO3.

Atoms and positions in Å:
1 H 1.592 -1.879 -0.215
2 O -2.291 0.415 -0.142
3 C 0.766 -1.301 -0.155
4 H 2.627 1.259 0.248
5 C -1.024 -0.103 -0.010
6 H -1.369 -2.257 -0.037
7 H -0.750 2.632 -0.355
8 C 0.009 0.765 0.188
9 O 0.119 2.109 -0.149
10 C -0.565 -1.410 -0.155
11 H -2.763 -0.402 0.728
12 O 2.518 0.242 -0.131
13 N 1.131 -0.070 0.184

gap between HOMO and LUMO = 7.88 eV

=====

#b
The following is a DFT calculation (ωB97M-V with the def2-TZVPD basis set) of a cluster of 2 separate species, C4H5NO3 in total.

Atoms and positions in Å:
1 C -1.454 0.503 0.004
2 C 0.751 1.445 -0.037
3 H 2.930 -0.361 -0.121
4 O -3.448 -0.593 0.125
5 N -2.714 0.650 0.159
6 H 2.221 -1.109 1.327
7 H 1.438 2.463 0.263
8 O -0.571 -0.624 -0.300
9 H -2.761 -1.454 -0.756
10 O -0.747 1.605 -0.156
11 C 1.906 -0.767 0.179
12 H 1.762 -1.768 -0.491
13 C 0.687 0.009 -0.195

gap between HOMO and LUMO = 8.57 eV

=====

#c
The following is a DFT calculation (ωB97M-V with the def2-TZVPD basis set) of an isolated molecule of C4H5NO3.

Atoms and positions in Å:
1 C 0.192 0.116 0.340
2 H 0.199 -1.041 2.620
3 O 1.134 0.978 -1.829
4 C 0.225 0.437 -0.951
5 C -1.142 -0.183 -1.202
6 O 2.230 1.065 1.689
7 H -0.995 -1.017 -1.991
8 H 0.778 0.858 -2.684
9 N -1.038 -0.662 0.304
10 C 1.365 0.257 1.724
11 H -2.017 0.220 -1.546
12 H -1.943 -0.484 0.868
13 O 1.012 -0.544 2.656

SMILES = O=C(O)C1=C(O)CN1
gap between HOMO and LUMO = 8.91 eV

=====

#d
The following is a DFT calculation (ωB97M-V with the def2-TZVPD basis set) of an isolated molecule of C4H5NO3.

Atoms and positions in Å:
1 C 3.631 -0.347 0.032
2 O 0.845 -1.679 0.059
3 H -0.575 1.406 -0.239
4 C 0.838 -0.276 -0.007
5 H -1.699 -1.203 -0.600
6 O 4.733 -0.611 -0.152
7 H -0.030 -1.997 0.340
8 H 1.896 1.972 -0.725
9 C 2.350 0.226 0.029
10 O 2.397 1.641 0.121
11 C -0.421 0.370 0.115
12 H -2.349 0.262 -0.462
13 N -1.652 -0.286 -0.188

SMILES = N/C=C(\O)C(O)=C=O
gap between HOMO and LUMO = 7.93 eV

=====

Energy ordering: #c at the bottom, the next structure 12.6 kcal/mol above.

=====

#a
The following is a DFT calculation (ωB97M-V with the def2-TZVPD basis set) of a cluster of 2 separate species, C7H13N3O in total.

Atoms and positions in Å:
1 H 2.874 0.384 2.375
2 H -0.953 -0.354 -1.544
3 H 1.559 -0.653 2.955
4 C 1.673 -0.528 0.860
5 H 0.579 -2.432 1.179
6 H -2.431 -0.190 -2.522
7 H -2.515 1.896 -1.266
8 C 1.836 0.093 2.212
9 H -0.056 2.202 -0.802
10 N -0.335 1.931 0.124
11 H -3.390 0.845 -0.188
12 C -2.038 -0.256 -1.509
13 C 1.918 -0.818 -1.257
14 C 1.076 -1.708 0.557
15 O -1.658 0.877 1.600
16 H -2.437 -1.133 -0.997
17 H 0.416 1.909 0.794
18 C -2.428 0.974 -0.681
19 C -1.458 1.238 0.454
20 H 2.206 -0.685 -2.286
21 N 2.172 0.032 -0.303
22 H 0.941 -2.717 -1.282
23 H 1.223 0.984 2.321
24 N 1.229 -1.887 -0.794

SMILES = Cc1c[nH]cn1.CCC(N)=O
gap between HOMO and LUMO = 9.54 eV

=====

#b
The following is a DFT calculation (ωB97M-V with the def2-TZVPD basis set) of a cluster of 2 separate species, C7H13N3O in total.

Atoms and positions in Å:
1 C -2.187 -1.380 -0.381
2 H 3.968 0.337 -0.538
3 O -1.671 0.048 -2.223
4 H -2.129 0.631 1.355
5 H 3.384 -0.967 1.486
6 H 2.166 2.201 -0.976
7 C 1.011 0.856 0.383
8 H -0.097 -2.587 -1.531
9 H -1.477 -1.006 0.398
10 H -0.801 1.289 -0.422
11 N 3.135 0.512 -0.005
12 C 2.716 -0.322 0.943
13 H -0.135 2.555 0.590
14 C -1.512 -1.011 -1.661
15 N -0.575 -1.915 -2.107
16 N 1.430 -0.148 1.243
17 C -1.158 0.917 1.753
18 H -0.031 -1.521 -2.859
19 H -3.152 -0.885 -0.233
20 C 2.076 1.293 -0.410
21 H -0.657 0.188 2.366
22 H -1.452 1.809 2.329
23 H -2.518 -2.365 -0.052
24 C -0.332 1.471 0.552

SMILES = CCc1c[nH]cn1.CC(N)=O
gap between HOMO and LUMO = 9.16 eV

=====

Energy ordering: #a at the bottom, the next structure 20.3 kcal/mol above.

=====

#a
The following is a DFT calculation (ωB97M-V with the def2-TZVPD basis set) of a cluster of 2 separate species, C11H18 in total.

Atoms and positions in Å:
1 H -0.217 1.830 -0.701
2 H 4.309 -1.860 1.576
3 C -1.644 0.673 -1.953
4 H -0.203 0.828 0.752
5 C -0.514 0.224 -2.757
6 H -0.138 1.074 -3.442
7 C 0.289 0.246 1.539
8 H 3.162 -2.987 1.112
9 C 1.525 -1.593 3.076
10 H -0.141 -1.279 4.514
11 H -2.825 0.500 -3.695
12 C -2.930 1.036 -2.641
13 H -2.018 -0.032 -1.163
14 H 1.950 -2.238 3.697
15 H -1.226 0.310 3.111
16 H -1.308 2.865 -1.623
17 H 1.874 0.103 0.191
18 C -0.307 -0.039 2.757
19 H -2.805 2.018 -2.965
20 H 3.486 -1.476 0.245
21 C 1.436 -0.351 1.055
22 C 3.315 -1.891 1.250
23 C 2.134 -1.241 1.888
24 H 0.217 0.043 -2.103
25 H -1.944 1.855 -0.439
26 C -1.218 1.948 -1.171
27 C 0.327 -1.004 3.526
28 H -3.964 1.058 -2.275
29 H -0.623 -0.620 -3.363

SMILES = Cc1ccccc1.CC(C)C
gap between HOMO and LUMO = 10.07 eV

=====

#b
The following is a DFT calculation (ωB97M-V with the def2-TZVPD basis set) of a cluster of 2 separate species, C11H18 in total.

Atoms and positions in Å:
1 H 0.239 -0.269 1.733
2 H 0.663 -0.110 -0.661
3 H -0.336 -4.026 0.471
4 H 1.854 3.263 -1.587
5 C -0.342 2.912 -1.507
6 H 1.263 -1.797 1.892
7 C 1.078 -1.116 -0.669
8 H 2.072 -1.201 -0.249
9 H -2.517 2.559 -1.016
10 C -1.296 2.366 0.689
11 C -1.234 -1.875 -0.455
12 C 0.188 -1.474 1.648
13 H 1.471 -3.704 0.577
14 H -0.650 -2.006 2.205
15 C 1.087 2.907 0.355
16 H 0.166 2.640 2.206
17 H -2.191 2.036 1.254
18 H 1.045 -1.470 -1.676
19 C 0.507 -3.394 0.060
20 H 2.020 3.305 0.811
21 C -0.030 2.645 1.180
22 C 0.965 2.986 -1.014
23 H -1.041 -1.868 -1.662
24 H -2.049 -2.635 -0.286
25 H -1.508 -0.834 -0.234
26 H 0.503 -3.753 -0.962
27 C -1.499 2.555 -0.728
28 H -0.578 3.337 -2.514
29 C 0.150 -1.978 0.139

SMILES = CC(C)(C)C.c1ccccc1
gap between HOMO and LUMO = 10.11 eV

=====

Energy ordering: #b at the bottom, the next structure 15.5 kcal/mol above.

=====

#a
The following is a DFT calculation (ωB97M-V with the def2-TZVPD basis set) of a cluster of 2 separate species, C11H18 in total.

Atoms and positions in Å:
1 H -0.405 -2.663 -2.320
2 H 3.337 -1.621 -0.315
3 H 2.045 -2.044 -2.383
4 C -1.719 1.656 -1.369
5 H 0.645 3.576 -1.507
6 C 2.245 -1.850 -0.216
7 H -0.077 0.867 -0.313
8 C 0.756 2.794 -0.839
9 H -0.029 -2.166 3.237
10 C -0.450 1.876 -0.489
11 H -1.602 0.680 -1.862
12 C -0.632 -2.143 2.345
13 H -1.424 -2.842 2.335
14 C 0.180 -2.158 1.037
15 C 1.599 -1.897 0.990
16 C 0.208 -2.440 -1.421
17 H -1.880 2.594 -1.928
18 C -0.404 -2.534 -0.150
19 H -1.761 2.354 1.226
20 H -0.902 3.679 0.808
21 C -0.837 2.595 0.797
22 C 1.516 -2.057 -1.389
23 H -1.479 -2.789 -0.172
24 H -1.049 -1.104 2.594
25 H 1.455 2.157 -1.242
26 H 1.214 3.255 -0.081
27 H -2.691 1.596 -0.790
28 H -0.072 2.435 1.569
29 H 2.213 -1.804 1.849

SMILES = Cc1ccccc1.CC(C)C
gap between HOMO and LUMO = 9.96 eV

=====

#b
The following is a DFT calculation (ωB97M-V with the def2-TZVPD basis set) of a cluster of 2 separate species, C11H18 in total.

Atoms and positions in Å:
1 H 1.814 -3.449 -0.383
2 H -3.522 1.867 2.412
3 C -3.601 0.734 -0.155
4 H -3.476 0.795 -1.240
5 C 0.693 -1.668 -0.737
6 H -1.594 0.468 0.484
7 H 4.882 -2.130 0.722
8 C 4.384 -2.451 -0.193
9 H -2.834 0.215 2.483
10 H 5.032 -2.319 -1.059
11 H -1.452 3.218 0.804
12 H -1.195 2.420 -0.726
13 H 1.978 1.417 -1.198
14 C -2.674 1.242 2.131
15 C 0.761 -0.326 -1.037
16 H -4.501 1.253 0.167
17 H -0.238 -2.214 -0.764
18 H 4.213 -3.528 -0.108
19 C -1.925 2.561 0.071
20 H -0.149 0.223 -1.252
21 C 1.979 0.349 -1.035
22 H 4.100 0.148 -0.679
23 H -1.800 1.627 2.661
24 C 3.131 -0.341 -0.709
25 C 3.086 -1.712 -0.434
26 H -3.799 -0.336 -0.042
27 C 1.874 -2.372 -0.483
28 H -2.777 3.103 -0.344
29 C -2.388 1.207 0.641

SMILES = Cc1ccccc1.CC(C)C
gap between HOMO and LUMO = 10.04 eV

=====

Energy ordering: #b at the bottom, the next structure 43.0 kcal/mol above.

=====

#a
The following is a DFT calculation (ωB97M-V with the def2-TZVPD basis set) of a cluster of 2 separate species, C2H4P2 in total.

Atoms and positions in Å:
1 H -2.184 2.418 -0.599
2 H 1.027 1.766 1.582
3 H 0.620 0.735 -1.772
4 C -2.450 1.522 -0.379
5 P -2.879 0.060 -0.076
6 C 0.644 1.323 -0.838
7 P 1.186 0.665 0.593
8 H 0.359 2.406 -0.983

SMILES = C#P.C=P
gap between HOMO and LUMO = 9.36 eV

=====

#b
The following is a DFT calculation (ωB97M-V with the def2-TZVPD basis set) of a structure of composition C2H4P2.

Atoms and positions in Å:
1 H -1.670 -1.068 -0.193
2 H 0.183 1.603 0.010
3 H 1.413 -1.760 -0.775
4 C -0.810 1.006 0.250
5 P -0.475 -0.622 0.505
6 C 1.039 -0.854 -0.374
7 H -1.810 1.314 0.608
8 P 2.130 0.381 -0.032

gap between HOMO and LUMO (alpha / beta) = 7.63 / 6.35 eV

=====

Energy ordering: #a at the bottom, the next structure 21.2 kcal/mol above.

=====

#a
The following is a DFT calculation (ωB97M-V with the def2-TZVPD basis set) of a cluster of 2 separate species, C2H4P2 in total.

Atoms and positions in Å:
1 C 0.500 0.620 -1.139
2 H 1.610 0.672 2.974
3 H -1.405 -1.037 -2.782
4 P -0.615 -0.348 -1.796
5 H -0.981 -1.143 -0.679
6 P -0.686 -0.215 2.330
7 H 1.050 1.072 -1.875
8 C 0.527 0.379 2.967

SMILES = C#[PH2].C#P
gap between HOMO and LUMO = 9.33 eV

=====

#b
The following is a DFT calculation (ωB97M-V with the def2-TZVPD basis set) of an isolated molecule of C2H4P2.

Atoms and positions in Å:
1 C 2.247 -0.643 -0.015
2 P -0.227 0.986 -0.092
3 C 1.178 -0.035 -0.046
4 P -1.767 -0.455 -0.186
5 H 3.175 -0.999 0.313
6 H -0.359 1.545 -1.331
7 H -1.458 -0.767 1.216
8 H -2.790 0.368 0.140

SMILES = C#C[PH]#[PH2]
gap between HOMO and LUMO = 9.30 eV

=====

#c
The following is a DFT calculation (ωB97M-V with the def2-TZVPD basis set) of an isolated molecule of C2H4P2.

Atoms and positions in Å:
1 P 1.975 -0.795 -1.602
2 H 1.059 -1.281 0.569
3 C 0.826 -0.814 -0.360
4 H 0.969 -0.137 -2.260
5 H -1.098 0.154 1.975
6 P -0.420 0.574 -0.418
7 H -2.030 1.552 1.044
8 C -1.280 0.748 1.052

SMILES = [H]/P=C\P=C
gap between HOMO and LUMO = 8.14 eV

=====

Energy ordering: #c at the bottom, the next structure 3.6 kcal/mol above.